No. 1
Formula: C2H5IOS
Source: the OMol25 dataset
Level of theory: ωB97M-V/def2-TZVPD

Summary:
Energy above the lowest of the compared OMol25 structures with the same formula, charge and spin ... 102.1 kJ/mol
Multiplicity ... 3
Net charge ... 0

CARTESIAN COORDINATES (ANGSTROEM)
C 1.430 -0.916 -0.720
C -1.348 0.642 1.043
O 0.246 1.479 -1.029
S 0.516 0.648 0.134
I -2.943 -0.367 0.097
H 2.270 -0.383 -1.153
H 1.712 -1.678 -0.011
H 0.777 -1.277 -1.506
H -1.526 1.697 1.152
H -1.133 0.156 1.993

---

No. 2
Formula: C2H5IS2
Source: the OMol25 dataset
Level of theory: ωB97M-V/def2-TZVPD

Summary:
Energy above the lowest of the compared OMol25 structures with the same formula, charge and spin ... 268.9 kJ/mol
Net charge ... 0

CARTESIAN COORDINATES (ANGSTROEM)
C 0.318 -0.673 -0.087
C 1.244 0.339 0.330
S -1.017 2.429 0.049
S 1.034 2.121 -0.064
I 3.316 0.051 -0.022
H 0.227 -1.059 -1.159
H -0.735 -0.435 0.379
H 0.705 -1.606 0.411
H 1.277 0.346 1.957
H -0.906 2.738 -1.187

---

No. 3
Formula: C2H5ISi
Source: the OMol25 dataset
Level of theory: ωB97M-V/def2-TZVPD

Summary:
Energy above the lowest of the compared OMol25 structures with the same formula, charge and spin ... 230.9 kJ/mol
Net charge ... 0

CARTESIAN COORDINATES (ANGSTROEM)
C -1.211 1.017 -0.201
C -0.113 1.165 0.486
Si 1.734 -0.930 0.179
I 3.908 0.231 0.263
H -2.030 1.732 -0.160
H -1.383 0.179 -0.858
H 0.185 1.933 1.169
H 1.525 -1.432 -1.160
H 1.701 -1.874 1.277

---

No. 4
Formula: C2H5InO
Source: the OMol25 dataset
Level of theory: ωB97M-V/def2-TZVPD

Summary:
Energy above the lowest of the compared OMol25 structures with the same formula, charge and spin ... 131.6 kJ/mol
Net charge ... +2

CARTESIAN COORDINATES (ANGSTROEM)
In -26.418 -12.033 1.299
C -23.963 -11.337 5.442
C -23.869 -12.632 4.605
O -25.004 -12.834 3.770
H -24.597 -10.618 4.923
H -22.953 -10.943 5.548
H -24.382 -11.471 6.440
H -23.681 -13.469 5.278
H -22.939 -12.640 4.036

---

No. 5
Formula: C2H5N2
Source: the OMol25 dataset
Level of theory: ωB97M-V/def2-TZVPD

Summary:
Energy above the lowest of the compared OMol25 structures with the same formula, charge and spin ... 209.4 kJ/mol
Net charge ... +1

CARTESIAN COORDINATES (ANGSTROEM)
C 0.369 -0.087 2.425
C -0.173 0.342 -0.866
N 0.351 -0.295 1.273
N 0.634 -0.610 0.022
H 0.424 0.156 3.436
H -0.950 -0.263 -1.354
H -0.566 1.119 -0.117
H 0.546 0.830 -1.532
H 0.849 -1.577 -0.098

---

No. 6
Formula: C2H5N2O
Source: the OMol25 dataset
Level of theory: ωB97M-V/def2-TZVPD

Summary:
Energy above the lowest of the compared OMol25 structures with the same formula, charge and spin ... 283.3 kJ/mol
Net charge ... +1

CARTESIAN COORDINATES (ANGSTROEM)
C -0.037 -0.398 0.875
C 0.549 -0.104 -0.602
N -2.370 0.218 0.819
N -1.350 -0.173 0.889
O 0.420 1.280 -0.846
H 0.197 -1.358 1.235
H 0.651 0.135 1.447
H 1.577 -0.416 -0.674
H 0.026 -0.634 -1.346
H 0.335 1.450 -1.797